--- w ---
The following is a DFT calculation (wB97M-V/def2-TZVPD) of the molecule CH3N5.

```
! wB97M-V def2-TZVPD RIJCOSX def2/J DEFGRID3
* xyz 0 1
N 1.12 -1.02 -0.76
C 0.24 -0.11 -0.24
N 0.19 0.19 1.03
N -0.93 0.93 1.08
N -1.54 1.04 -0.10
N -0.79 0.45 -0.96
H 1.93 -1.17 -0.18
H 1.26 -1.01 -1.75
H -1.49 0.70 1.89
*
```

## Properties
Highest occupied orbital energy ... -9.3447 eV
E_LUMO ... 1.1 eV
HOMO-LUMO gap ... 10.4 eV
SMILES ... Nc1nn[nH]n1

---

--- x ---
The following is a DFT calculation (wB97M-V/def2-TZVPD) of the molecule CH3N5.

```
! wB97M-V def2-TZVPD RIJCOSX def2/J DEFGRID3
* xyz 0 1
N -1.64 -0.04 0.25
C -0.33 0.05 -0.09
N 0.48 -0.96 -0.02
N 1.70 -0.36 -0.19
N 1.57 0.98 -0.36
N 0.32 1.24 -0.38
H -2.01 -0.98 0.20
H -2.24 0.70 -0.08
H 2.16 -0.66 0.66
*
```

## Properties
Highest occupied orbital energy ... -9.4933 eV
E_LUMO ... 0.7 eV
HOMO-LUMO gap ... 10.2 eV
SMILES ... Nc1nn[nH]n1

---

It is x that is the least stable of them.

---

--- w ---
The following is a DFT calculation (wB97M-V/def2-TZVPD) of the molecule C5H5NO2S.

```
! wB97M-V def2-TZVPD RIJCOSX def2/J DEFGRID3
* xyz 0 1
C 3.70 -1.14 0.16
C 2.50 -0.90 0.08
C 0.46 0.31 -0.32
C 1.09 -0.87 0.01
C -1.77 1.39 -0.20
N -0.94 0.19 -0.19
O -2.88 -0.87 0.82
O 0.28 -1.91 0.05
S -1.66 -1.29 0.12
H 4.73 -1.25 0.37
H 0.64 1.34 -0.31
H -1.45 2.08 -1.10
H -2.88 1.15 -0.39
H -1.82 1.75 0.90
*
```

## Properties
Highest occupied orbital energy ... -8.3322 eV
E_LUMO ... -0.7 eV
HOMO-LUMO gap ... 7.6 eV

---

--- x ---
The following is a DFT calculation (wB97M-V/def2-TZVPD) of a cluster of 2 separate species, C5H5NO2S in total.

```
! wB97M-V def2-TZVPD RIJCOSX def2/J DEFGRID3
* xyz 0 1
C -1.62 1.63 -0.27
C -2.50 0.67 -0.57
C 0.65 1.47 0.85
C 2.06 -1.22 -0.31
C 3.10 -0.64 0.18
N -0.41 1.45 0.30
O 1.09 -1.84 -0.45
O -1.20 -1.15 0.86
S -2.50 -1.01 -0.17
H -1.73 2.76 -0.44
H -3.39 0.82 -0.97
H 3.82 -1.37 0.38
H 3.40 0.40 -0.04
H -0.76 -1.97 0.64
*
```

## Properties
Highest occupied orbital energy ... -8.3987 eV
E_LUMO ... 0.5 eV
HOMO-LUMO gap ... 8.9 eV

---

It is w that is the least stable of them.

---

--- w ---
The following is a DFT calculation (wB97M-V/def2-TZVPD) of the molecule C6H15NOS.

```
! wB97M-V def2-TZVPD RIJCOSX def2/J DEFGRID3
* xyz 0 1
C -2.27 0.88 -0.35
C 0.73 -2.97 1.22
C 0.36 2.66 -1.31
C -0.97 0.35 -1.06
C 0.46 -1.48 1.80
C 0.33 1.08 -0.82
N 1.33 -0.62 1.11
O 1.31 0.58 -1.70
S 0.96 1.05 0.96
H -2.10 0.73 0.73
H -3.22 0.35 -0.55
H -2.42 1.84 -0.77
H -0.20 -3.32 0.73
H 1.54 -2.91 0.50
H 0.73 -3.67 2.13
H 1.29 3.04 -1.05
H -0.41 3.42 -0.87
H 0.32 2.65 -2.38
H -1.12 0.31 -2.12
H -0.82 -0.73 -0.76
H -0.61 -1.03 1.57
H 0.63 -1.50 2.87
H 2.27 -0.63 1.40
H 1.87 -0.07 -1.28
*
```

## Properties
Highest occupied orbital energy ... -8.8183 eV
E_LUMO ... 0.7 eV
HOMO-LUMO gap ... 9.5 eV
SMILES ... CCNS[C@@](C)(O)CC

---

--- x ---
The following is a DFT calculation (wB97M-V/def2-TZVPD) of a cluster of 2 separate species, C6H15NOS in total.

```
! wB97M-V def2-TZVPD RIJCOSX def2/J DEFGRID3
* xyz 0 1
C 2.73 0.18 0.61
C 3.59 -0.72 -0.22
C -2.83 -1.13 -1.61
C -0.22 2.04 1.08
C -2.99 -0.53 -0.20
C -2.22 -0.93 0.81
N 0.14 1.24 -0.09
O 0.78 -1.26 -0.79
S 0.93 -0.33 0.36
H 2.68 1.21 0.21
H 4.57 -0.56 0.17
H 3.26 -1.69 -0.24
H 3.59 -0.34 -1.21
H -1.97 -1.77 -1.62
H -3.75 -1.84 -1.78
H -2.81 -0.28 -2.43
H -0.15 3.09 0.70
H -1.17 1.83 1.46
H 0.69 2.13 1.68
H -3.68 0.33 -0.02
H 3.09 0.40 1.64
H -2.31 -0.51 1.79
H -1.44 -1.70 0.50
H -0.53 1.13 -0.81
*
```

## Properties
Highest occupied orbital energy ... -8.2871 eV
E_LUMO ... 0.9 eV
HOMO-LUMO gap ... 9.2 eV

---

It is x that is the least stable of them.